Entry 1:
{
  "formula": "C20H34FO5Zr",
  "method": "ωB97M-V with the def2-TZVPD basis set",
  "elements": ["Zr", "C", "C", "O", "H", "H", "H", "H", "H", "F", "C", "C", "C", "C", "C", "C", "H", "H", "H", "H", "H", "C", "C", "O", "C", "H", "H", "H", "H", "H", "H", "C", "C", "O", "C", "H", "H", "H", "H", "H", "H", "C", "C", "O", "C", "H", "H", "H", "H", "H", "H", "C", "C", "O", "C", "H", "H", "H", "H", "H", "H"],
  "coordinates": [[10.239, 20.607, 2.361], [10.170, 18.716, -1.651], [11.134, 18.827, -0.476], [10.695, 19.471, 0.671], [9.276, 18.191, -1.314], [10.571, 18.140, -2.483], [9.951, 19.719, -2.015], [12.026, 19.398, -0.786], [11.543, 17.827, -0.268], [15.081, 13.742, 0.224], [13.919, 13.943, -0.396], [13.742, 15.106, -1.128], [12.520, 15.269, -1.759], [11.503, 14.310, -1.636], [11.739, 13.147, -0.910], [12.956, 12.939, -0.285], [14.523, 15.851, -1.063], [12.410, 16.125, -2.414], [10.613, 14.424, -2.241], [11.035, 12.326, -0.869], [13.301, 12.015, 0.160], [11.629, 24.520, 0.989], [11.306, 23.288, 0.192], [10.845, 22.264, 0.746], [11.576, 23.336, -1.259], [11.683, 24.267, 2.049], [10.862, 25.288, 0.874], [12.601, 24.888, 0.659], [12.607, 23.125, -1.551], [11.209, 24.259, -1.706], [11.031, 22.517, -1.741], [6.924, 20.213, -0.634], [7.258, 21.085, 0.525], [8.410, 21.121, 1.001], [6.153, 21.809, 1.209], [6.814, 19.183, -0.284], [7.759, 20.269, -1.333], [6.014, 20.498, -1.155], [5.983, 22.802, 0.785], [6.514, 22.021, 2.220], [5.248, 21.211, 1.303], [7.116, 17.189, -3.928], [6.916, 15.764, -4.409], [5.823, 15.271, -4.428], [8.174, 14.995, -4.792], [7.605, 17.819, -4.674], [7.604, 17.245, -2.956], [6.092, 17.570, -3.906], [8.980, 15.718, -4.923], [8.081, 14.339, -5.652], [8.453, 14.378, -3.932], [11.968, 17.099, 4.992], [11.658, 17.209, 3.508], [11.300, 18.298, 3.025], [11.871, 16.025, 2.637], [12.521, 16.159, 5.054], [11.062, 16.959, 5.579], [12.702, 17.842, 5.297], [11.967, 16.442, 1.632], [11.055, 15.297, 2.604], [12.729, 15.423, 2.933]],
  "mulliken_charge": [2.170, -0.829, 0.136, -0.310, 0.185, 0.428, 0.181, 0.313, -0.150, -0.307, 0.507, -0.692, -0.257, -0.529, -0.394, -0.554, 0.426, 0.554, 0.466, 0.445, 0.485, -1.119, 0.670, -0.356, -0.965, 0.311, 0.352, 0.388, 0.351, 0.380, 0.260, -0.699, 0.630, -0.461, -1.160, 0.327, 0.168, 0.412, 0.337, 0.363, 0.386, -0.805, 0.674, -0.480, -0.892, 0.410, -0.017, 0.359, 0.279, 0.384, 0.146, -1.098, 0.512, -0.445, -0.556, 0.343, 0.340, 0.374, -0.145, 0.342, 0.428],
  "total_charge": 3,
  "lumo_ev": -13.466,
  "orbital_gap_ev": 1.60,
  "total_energy_ev": -35495.338,
  "largest_force_ev_per_a": 10.322,
  "molar_mass_g_mol": 464.709
}

***

Entry 2:
{
  "formula": "C3H6N4",
  "method": "ωB97M-V with the def2-TZVPD basis set",
  "elements": ["H", "N", "N", "H", "C", "C", "N", "N", "C", "H", "H", "H", "H"],
  "coordinates": [[3.443, 1.147, -0.138], [3.272, 0.176, -0.502], [2.649, -0.599, 0.183], [2.280, -0.283, 1.098], [-1.691, 0.865, -0.236], [-0.408, 0.703, 0.304], [-0.106, -0.575, 0.434], [-1.167, -1.238, -0.005], [-2.149, -0.416, -0.427], [-2.192, 1.786, -0.453], [0.286, 1.465, 0.599], [-1.145, -2.246, -0.036], [-3.073, -0.786, -0.821]],
  "mulliken_charge": [0.185, -0.250, -0.134, 0.208, -0.500, -0.167, -0.526, 0.079, -0.272, 0.347, 0.391, 0.213, 0.425],
  "de_lowest_ev": 2.791,
  "lumo_ev": 0.994,
  "orbital_gap_ev": 9.64,
  "total_energy_ev": -9166.065,
  "largest_force_ev_per_a": 2.003,
  "molar_mass_g_mol": 98.109,
  "smiles": "[H]/N=N\\[H].c1cn[nH]c1"
}

***

Entry 3:
{
  "formula": "C24H44Cl3N4O3SSiY",
  "method": "ωB97M-V with the def2-TZVPD basis set",
  "elements": ["C", "C", "H", "H", "H", "C", "C", "H", "H", "H", "H", "Y", "Cl", "Cl", "H", "H", "C", "C", "N", "H", "C", "O", "H", "H", "H", "H", "H", "H", "C", "C", "N", "H", "C", "O", "H", "H", "H", "H", "O", "C", "C", "C", "H", "C", "H", "C", "H", "C", "C", "H", "H", "H", "Si", "Cl", "C", "C", "C", "H", "H", "H", "H", "H", "H", "H", "H", "H", "S", "C", "N", "C", "C", "C", "N", "H", "H", "H", "H", "H", "H", "H", "H"],
  "coordinates": [[1.074, 1.716, -4.518], [1.871, 2.155, -3.325], [1.362, 2.223, -5.440], [0.018, 1.925, -4.298], [1.148, 0.633, -4.665], [2.467, 3.374, -3.243], [2.243, 4.470, -4.224], [2.999, 3.660, -2.335], [1.186, 4.539, -4.513], [2.828, 4.368, -5.150], [2.532, 5.423, -3.764], [-1.574, -0.639, 0.843], [0.082, -2.164, -0.499], [-4.161, -0.864, 1.078], [-3.394, -3.459, 4.438], [-3.116, -5.957, 2.693], [-3.736, -3.163, 3.438], [-3.357, -5.188, 1.949], [-2.952, -3.865, 2.407], [-3.593, -2.086, 3.312], [-1.812, -3.326, 2.038], [-1.459, -2.175, 2.505], [-2.827, -5.426, 1.022], [-1.179, -3.839, 1.299], [-4.795, -3.399, 3.320], [-4.434, -5.226, 1.767], [-1.253, 3.137, -2.044], [0.754, 4.961, -0.701], [-1.751, 3.591, -1.171], [-0.041, 4.905, 0.055], [-0.813, 3.662, -0.059], [-2.624, 2.987, -0.891], [-0.613, 2.617, 0.731], [-1.320, 1.574, 0.744], [0.404, 4.978, 1.055], [0.240, 2.708, 1.421], [-2.062, 4.608, -1.420], [-0.701, 5.762, -0.109], [0.444, 1.718, -2.028], [1.700, 1.271, -2.079], [2.483, 2.566, -0.028], [2.615, 1.463, -0.868], [1.630, 3.230, -0.178], [3.397, 2.805, 1.002], [1.733, 0.210, -2.383], [3.536, 0.481, -0.524], [3.324, 3.718, 1.602], [4.383, 1.853, 1.285], [4.431, 0.675, 0.537], [3.518, -0.445, -1.102], [5.072, 1.990, 2.122], [5.173, -0.102, 0.753], [-3.131, -1.093, -2.740], [-1.741, 0.253, -1.647], [-4.799, -0.290, -2.388], [-2.897, -2.877, -2.177], [-2.726, -1.002, -4.550], [-4.635, 0.746, -2.048], [-5.409, -0.813, -1.639], [-5.401, -0.257, -3.309], [-2.986, -0.004, -4.929], [-3.323, -1.733, -5.118], [-1.664, -1.226, -4.721], [-1.877, -3.032, -1.781], [-3.041, -3.567, -3.029], [-3.603, -3.203, -1.401], [1.302, 0.067, 1.840], [1.885, -1.088, 2.972], [1.077, -2.003, 3.516], [1.497, -3.135, 4.339], [2.756, -2.776, 5.094], [3.778, -2.192, 4.147], [3.180, -1.106, 3.364], [0.121, -2.017, 3.133], [1.662, -4.023, 3.707], [0.667, -3.360, 5.019], [3.154, -3.666, 5.578], [2.512, -2.051, 5.872], [4.160, -2.965, 3.471], [4.626, -1.770, 4.688], [3.774, -0.449, 2.880]],
  "mulliken_charge": [-1.609, 0.440, 0.430, 0.171, 0.292, 0.109, -1.674, 0.357, 0.339, 0.345, 0.403, 1.059, -0.554, -0.608, 0.304, 0.340, -0.960, -0.888, 0.360, 0.319, 0.139, -1.169, 0.303, 0.503, 0.316, 0.311, 0.140, 0.341, -0.900, -0.982, 0.348, 0.292, -0.120, -0.790, 0.310, 0.661, 0.391, 0.374, -0.382, -0.216, 0.824, -0.292, 0.223, -0.976, 0.234, -0.206, 0.364, -0.303, -0.990, 0.376, 0.382, 0.393, 0.414, 0.284, -0.970, -0.902, -0.983, 0.219, 0.293, 0.394, 0.270, 0.356, 0.267, 0.242, 0.411, 0.235, -0.169, 0.177, 0.425, -0.547, -0.715, -0.645, -0.053, 0.017, 0.314, 0.353, 0.371, 0.311, 0.285, 0.396, 0.078],
  "lumo_ev": -0.173,
  "orbital_gap_ev": 4.94,
  "total_energy_ev": -95034.141,
  "largest_force_ev_per_a": 3.792,
  "molar_mass_g_mol": 692.059
}

***

Entry 4:
{
  "formula": "C20H36IrNOP2",
  "method": "ωB97M-V with the def2-TZVPD basis set",
  "elements": ["P", "P", "C", "C", "H", "H", "H", "H", "C", "H", "H", "H", "C", "H", "H", "H", "C", "H", "H", "H", "C", "H", "H", "H", "Ir", "C", "C", "C", "C", "C", "C", "C", "C", "C", "H", "H", "H", "H", "H", "H", "H", "H", "H", "H", "H", "H", "H", "H", "H", "O", "N", "C", "C", "C", "C", "C", "H", "H", "H", "H", "H"],
  "coordinates": [[-3.378, 2.471, 1.236], [-4.269, 2.488, -2.345], [-3.955, 3.728, 0.061], [-4.996, 3.506, -1.030], [-3.092, 4.208, -0.425], [-4.393, 4.480, 0.737], [-5.956, 3.116, -0.652], [-5.229, 4.505, -1.420], [-4.288, 3.411, -3.954], [-3.521, 2.971, -4.613], [-3.996, 4.461, -3.804], [-5.234, 3.414, -4.508], [-5.325, 1.057, -2.571], [-6.312, 1.338, -2.974], [-5.489, 0.583, -1.598], [-4.862, 0.338, -3.254], [-2.064, 3.743, 1.751], [-1.376, 3.331, 2.496], [-2.515, 4.689, 2.090], [-1.461, 3.999, 0.862], [-4.946, 2.187, 2.162], [-5.669, 1.802, 1.427], [-5.336, 3.113, 2.603], [-4.720, 1.415, 2.913], [-2.505, 0.690, 1.451], [-2.073, 0.957, -3.774], [-1.141, 1.486, -4.741], [-0.143, 2.510, -4.425], [-0.851, 3.762, -3.788], [-1.734, 3.351, -2.714], [-2.496, 2.088, -2.754], [-2.125, 1.152, -1.557], [-1.668, 0.079, -2.538], [-1.337, 1.381, 4.291], [-2.951, 0.502, -4.272], [-1.196, 1.102, -5.765], [0.525, 2.761, -5.283], [0.550, 2.173, -3.624], [-0.070, 4.375, -3.339], [-1.226, 4.383, -4.615], [-1.643, 3.777, -1.698], [-2.161, 1.861, 3.730], [-3.001, 0.795, -0.933], [-1.321, 1.631, -0.945], [-0.626, -0.245, -2.378], [-2.316, -0.810, -2.419], [-1.361, 0.293, 4.258], [-1.384, 1.646, 5.363], [-0.403, 1.718, 3.822], [-1.292, -0.705, 1.742], [-0.077, -0.882, 1.102], [0.746, 0.110, 0.657], [2.039, -0.165, 0.195], [2.530, -1.468, 0.150], [1.680, -2.478, 0.609], [0.384, -2.173, 1.029], [0.366, 1.128, 0.640], [2.675, 0.650, -0.153], [3.535, -1.689, -0.227], [2.009, -3.517, 0.642], [-0.317, -2.941, 1.343]],
  "mulliken_charge": [0.805, 0.868, -1.456, -0.900, 0.572, 0.760, 0.466, 0.471, -1.131, 0.306, 0.415, 0.514, -1.219, 0.480, 0.379, 0.343, -1.168, 0.328, 0.431, 0.348, -1.370, 0.429, 0.378, 0.461, 0.830, 0.211, -1.060, -0.741, -0.860, -0.963, 1.668, -0.385, -1.126, -0.896, 0.335, 0.454, 0.419, 0.282, 0.450, 0.332, 0.024, 0.070, 0.000, -0.021, 0.368, 0.285, 0.273, 0.323, 0.284, -0.502, 0.534, -0.175, -0.761, -0.395, -0.435, -0.550, 0.538, 0.427, 0.425, 0.405, 0.424],
  "de_lowest_ev": 1.131,
  "total_charge": 2,
  "lumo_ev": [-5.658, -9.160],
  "orbital_gap_ev": [5.52, 5.80],
  "total_energy_ev": -46250.148,
  "largest_force_ev_per_a": 7.859,
  "molar_mass_g_mol": 560.679,
  "spin_multiplicity": 7
}